14
Properties=species:S:1:pos:R:3:nbo_charge:R:1 method="wB97M-V/def2-TZVPD" e_lumo_ha=0.043 smiles=C1C[C@@H]2C[C@@H]2O1 e_tot_ha=-270.48987 homo_ev=-9.4 de_lowest_kj_mol=178.6 gap_ha=0.3875
C -0.67625 -1.44387 -0.52104 -0.442
C -0.93985 -0.10378 0.23900 -0.258
C 0.26962 0.27866 1.11524 -0.436
C 1.13081 1.09347 0.14036 -0.062
O 0.96340 0.42810 -1.11045 -0.515
C -0.32933 -0.11190 -1.10948 0.072
H 0.02404 -2.06667 0.02546 0.217
H -1.31792 -2.06277 -1.15947 0.226
H -1.87451 0.42265 0.44547 0.224
H 0.83986 -0.62113 1.36417 0.205
H 0.03557 0.79578 2.05247 0.223
H 2.19287 1.08166 0.40510 0.189
H 0.80959 2.14474 0.05723 0.163
H -0.96779 0.16543 -1.94434 0.193

=====

62
Properties=species:S:1:pos:R:3:nbo_charge:R:1 method="wB97M-V/def2-TZVPD" e_lumo_ha=-0.064 e_tot_ha=-1402.88395 homo_ev=-7.2 de_lowest_kj_mol=142.7 gap_ha=0.2015
C 3.95801 -1.59418 -2.98765 -0.628
C 3.00610 -2.55002 -2.32760 -0.071
O 1.75885 -1.84147 -2.13192 -0.532
C 0.85967 -2.56491 -1.41610 0.744
C -0.41491 -1.84895 -1.33867 -0.200
C -1.61681 -2.64377 -1.04344 0.530
O -1.75896 -3.56332 -0.25242 -0.528
C -2.76811 -2.05555 -1.87134 -0.506
C -2.25473 -0.66942 -2.24311 -0.400
C -0.72421 -0.84011 -2.36844 -0.421
O 1.12586 -3.65099 -0.92862 -0.587
H 4.88017 -2.12288 -3.24496 0.211
H 3.52504 -1.17704 -3.90383 0.211
H 4.21851 -0.77538 -2.30854 0.215
H 2.80784 -3.42983 -2.95989 0.186
H 3.38957 -2.88960 -1.35517 0.196
H -2.92308 -2.67829 -2.77016 0.220
H -3.70923 -2.04588 -1.31220 0.228
H -2.72118 -0.25088 -3.14271 0.210
H -2.45430 0.01516 -1.40687 0.203
H -0.16491 0.09442 -2.24156 0.211
H -0.48636 -1.24788 -3.37169 0.209
C -4.04710 4.81212 0.30765 -0.392
N -2.89425 4.45922 1.10916 -0.464
C -2.67757 5.30053 2.26844 -0.399
C -2.23286 3.25041 0.94778 0.202
C -1.61990 2.93178 -0.28916 -0.197
C -0.76559 1.84747 -0.37879 -0.175
C -0.67455 0.89578 0.66549 -0.157
C 0.28275 -0.19454 0.59634 0.163
C 0.20460 -1.37770 1.43395 -0.012
C 1.51892 -1.93850 1.55192 -0.068
C 1.74155 -3.08461 2.29720 -0.167
C 0.64582 -3.70653 2.90640 -0.198
C -0.64398 -3.16239 2.78994 -0.189
C -0.86907 -1.97846 2.07936 -0.190
C 2.44811 -1.05440 0.86156 -0.003
C 1.69365 0.03223 0.29340 -0.035
C 2.37580 1.14994 -0.18496 -0.178
C 3.77777 1.13879 -0.18765 -0.235
C 4.50169 0.05643 0.33094 -0.184
C 3.83291 -1.04518 0.87639 -0.209
C -1.43187 1.14178 1.84200 -0.144
C -2.13136 2.32451 2.01003 -0.263
H -4.05296 4.23202 -0.62089 0.210
H -4.98572 4.61774 0.85588 0.179
H -4.01260 5.88578 0.08144 0.193
H -1.62332 5.26323 2.57109 0.210
H -2.93504 6.33145 1.99431 0.203
H -3.30248 5.00008 3.12306 0.175
H -1.74334 3.61524 -1.13179 0.215
H -0.14837 1.73245 -1.27127 0.218
H 2.75481 -3.48027 2.36053 0.211
H 0.78914 -4.63439 3.46160 0.216
H -1.49410 -3.66703 3.25088 0.218
H -1.86253 -1.53979 2.00170 0.217
H 1.82055 2.02255 -0.52405 0.218
H 4.31504 2.00142 -0.58740 0.219
H 5.59289 0.07229 0.31462 0.219
H 4.35929 -1.89458 1.30910 0.220
H -1.39868 0.42635 2.66148 0.229
H -2.64089 2.54756 2.94922 0.222

=====

12
Properties=species:S:1:pos:R:3:nbo_charge:R:1 method="wB97M-V/def2-TZVPD" e_lumo_ha=0.007 smiles=O.O.O.O e_tot_ha=-305.74679 homo_ev=-10.9 de_lowest_kj_mol=85.1 gap_ha=0.4088
O 16.91184 16.88474 4.10978 -0.962
H 15.96122 16.92705 4.21354 0.484
H 17.04816 16.25559 3.40139 0.484
O 20.11493 17.99544 9.68794 -0.948
H 19.62824 18.36452 8.95097 0.485
H 19.46498 17.90831 10.38523 0.460
O 17.94283 18.30000 7.41670 -0.950
H 17.37903 17.55633 7.62957 0.473
H 17.84152 18.41526 6.47189 0.479
O 19.72918 17.32178 3.55731 -0.947
H 18.85402 17.24633 3.93761 0.477
H 19.70071 18.13206 3.04851 0.464

=====

14
Properties=species:S:1:pos:R:3:nbo_charge:R:1 method="wB97M-V/def2-TZVPD" e_lumo_ha="0.162 / 0.161" e_tot_ha=-212.41880 homo_ev="-0.5 / -2.2" total_charge=-1 multiplicity=2 de_lowest_kj_mol=190.8 gap_ha="0.1817 / 0.2434"
C -0.53365 -0.53417 -1.61199 -0.635
C 0.68454 -0.22287 -0.90372 0.197
C 1.59385 -0.67840 -1.90639 -0.708
C -1.23193 1.04568 2.29636 -0.841
N 0.79733 0.00852 0.38312 -0.836
H -1.11285 -1.44186 -1.40616 0.177
H -0.65945 0.15064 2.52859 0.227
H -0.79866 -0.05852 -2.54825 0.164
H 2.24883 -1.51250 -1.64415 0.166
H 1.62063 -0.25973 -2.89726 0.182
H -1.45067 1.10912 1.23657 0.245
H -0.61760 1.85644 2.69503 0.191
H -2.14097 0.96339 2.93949 0.164
H 1.60059 -0.42573 0.83876 0.308

=====

15
Properties=species:S:1:pos:R:3:nbo_charge:R:1 method="wB97M-V/def2-TZVPD" e_lumo_ha=0.028 e_tot_ha=-345.76206 homo_ev=-8.9 de_lowest_kj_mol=112.6 gap_ha=0.3537
C -1.72822 -0.41603 0.32006 -0.674
C -0.76235 0.73227 0.35966 0.346
O -1.46907 1.90033 0.28865 -0.680
C 0.57752 0.72628 0.42684 -0.322
C 1.50900 -0.45755 0.27680 -0.538
C 1.30934 -1.00824 -1.12195 0.454
O 2.10916 -0.88852 -2.01578 -0.521
H -2.50791 -0.25275 1.07326 0.236
H -2.22785 -0.42778 -0.65568 0.232
H -1.26792 -1.39117 0.49531 0.218
H -0.85756 2.60692 0.04368 0.481
H 1.07735 1.69503 0.45747 0.204
H 0.31902 -1.47827 -1.30723 0.102
H 2.54122 -0.10191 0.31849 0.236
H 1.37825 -1.23861 1.04042 0.227